(1)
66
Properties=species:S:1:pos:R:3:lowdin_charge:R:1 method="wB97M-V/def2-TZVPD" total_energy_ev=-87179.325 total_charge=+1 orbital_gap_ev=8.05 relative_energy_kcal_mol=8.3 mol_weight_g_mol=749.5 spin_multiplicity=1 e_lumo_ev=-3.7
C 3.6959 1.4964 3.2893 -0.06
O 2.4649 2.0437 2.8098 -0.16
C 1.4577 1.2164 2.2103 -0.23
C 0.1243 1.2605 2.9474 -0.17
C -0.7304 0.1513 3.0399 -0.03
C -2.0712 0.3098 3.3199 -0.03
C -2.5789 1.6079 3.4790 -0.25
C -4.0705 1.8451 3.6250 -0.04
C -1.7133 2.7151 3.4627 -0.02
C -0.3670 2.5384 3.1985 -0.03
H 4.3271 2.3910 3.3421 0.10
H 3.5250 1.0954 4.2945 0.10
H 4.2012 0.7361 2.6619 0.10
H 1.7464 0.1275 2.3181 0.19
H -0.3437 -0.8588 2.8227 0.12
H -2.7514 -0.5438 3.3786 0.13
H -4.2231 2.9073 3.8424 0.08
H -4.6793 1.5760 2.7482 0.07
H -4.3833 1.2276 4.4763 0.09
H -2.1159 3.7139 3.6058 0.12
H 0.3124 3.3893 3.0985 0.13
F 1.9793 -6.6923 -1.0453 0.14
C 1.5407 -5.4180 -1.0794 -0.09
C 1.3463 -4.7937 -2.3163 -0.11
F 1.5638 -5.4490 -3.4679 0.14
C 0.8723 -3.4809 -2.3263 -0.19
F 0.6019 -2.9100 -3.5294 0.10
C 0.5815 -2.7655 -1.1727 -0.08
Si -0.1206 -1.0708 -1.2992 0.79
C 0.4630 -0.1019 -2.7537 -0.07
C -0.4181 0.5423 -3.6202 -0.15
F -1.7679 0.4438 -3.4117 0.09
C 0.0177 1.1934 -4.7775 -0.10
F -0.8861 1.7230 -5.6312 0.13
C 1.3909 1.2253 -5.0665 -0.09
F 1.8127 1.8387 -6.1860 0.15
C 2.2967 0.5965 -4.2035 -0.12
F 3.6104 0.6279 -4.4732 0.13
C 1.8100 -0.0848 -3.0979 -0.20
F 2.6783 -0.8645 -2.4207 0.11
C -1.9482 -1.0017 -0.9753 -0.07
C -2.7490 -2.0364 -1.4500 -0.17
F -2.1639 -3.0413 -2.1660 0.10
C -4.1396 -2.0294 -1.3517 -0.10
F -4.8586 -3.0305 -1.8919 0.13
C -4.7639 -0.9348 -0.7317 -0.09
F -6.1021 -0.9029 -0.6504 0.15
C -3.9895 0.1315 -0.2573 -0.11
F -4.6035 1.2013 0.2845 0.12
C -2.6061 0.0953 -0.4136 -0.18
F -1.8969 1.2228 -0.1480 0.09
O 0.6388 -0.2335 -0.0247 0.05
C 1.4916 0.7304 0.0787 -0.35
C 1.2392 1.8811 0.8533 -0.10
C 2.3341 2.8953 0.1843 -0.04
C 3.4831 1.9504 -0.1195 0.01
O 2.7597 0.5450 -0.2130 0.10
C 0.7580 -3.4278 0.0396 -0.16
F 0.3559 -2.8465 1.2005 0.09
C 1.2450 -4.7392 0.1073 -0.11
F 1.3686 -5.3631 1.2898 0.13
H 0.2371 2.3925 0.6980 0.19
H 2.0519 3.2740 -0.8269 0.13
H 2.5598 3.8114 0.7801 0.15
H 3.9215 2.0079 -1.1141 0.14
H 4.1773 1.9430 0.7257 0.12

(2)
61
Properties=species:S:1:pos:R:3:lowdin_charge:R:1 method="wB97M-V/def2-TZVPD" total_energy_ev=-70961.948 total_charge=-1 orbital_gap_ev="6.51 / 6.64" relative_energy_kcal_mol=0.0 mol_weight_g_mol=718.6 spin_multiplicity=2 e_lumo_ev="1.7 / 1.8"
Ru -0.2643 1.2198 -0.4025 1.13
C -3.7091 3.8650 -0.2209 -0.07
C -4.4795 3.5545 -1.3348 -0.08
C -4.1292 2.4584 -2.0796 -0.02
C -3.0064 1.6868 -1.7354 -0.30
N -2.1967 2.0676 -0.7236 0.01
C -2.5921 3.1064 0.0361 -0.15
N -2.9040 0.5044 -2.4433 0.17
C -2.0635 -0.4283 -2.1676 -0.27
N -0.9702 -0.3975 -1.3589 0.00
C -0.4228 -1.6437 -1.2548 -0.28
N 0.6314 -2.0293 -0.6344 0.18
C 1.5885 -1.1818 -0.1135 -0.29
C 2.7262 -1.8317 0.3910 -0.01
C 3.8445 -1.1156 0.7346 -0.07
C 3.8362 0.2609 0.5328 -0.06
C 2.6756 0.8469 0.0895 -0.15
N 1.5408 0.1664 -0.1624 0.00
C -1.2380 -2.5740 -2.0744 -0.09
C -1.1297 -3.9301 -2.3059 -0.01
C -2.0489 -4.5052 -3.1771 -0.09
C -3.0371 -3.7370 -3.7913 -0.09
C -3.1392 -2.3713 -3.5482 -0.01
C -2.2207 -1.8109 -2.6838 -0.09
H -3.9485 4.6927 0.4313 0.10
H -5.3501 4.1435 -1.5954 0.10
H -4.7112 2.1208 -2.9245 0.11
H -1.9457 3.3365 0.8690 0.04
H 2.6831 -2.9088 0.4569 0.11
H 4.7212 -1.6164 1.1255 0.10
H 4.6961 0.8794 0.7457 0.10
H 2.6036 1.9156 -0.0492 0.08
H -0.3557 -4.5110 -1.8223 0.11
H -1.9991 -5.5669 -3.3848 0.10
H -3.7361 -4.2154 -4.4660 0.10
H -3.9047 -1.7625 -4.0109 0.11
O -0.8431 -0.5647 3.3447 0.02
C -0.4072 0.2023 2.4917 -0.60
O -0.9668 0.3782 1.3479 -0.18
C 0.8550 0.9894 2.8494 -0.15
C 1.6125 0.4500 3.8899 -0.04
C 2.7449 1.0768 4.3775 -0.10
C 3.1210 2.3022 3.8427 -0.11
C 2.3846 2.8536 2.8124 -0.15
C 1.2647 2.2032 2.2768 -0.59
S 0.4811 3.0092 0.9149 0.68
H 1.2631 -0.4813 4.3145 0.11
H 3.3172 0.6254 5.1787 0.09
H 3.9935 2.8233 4.2202 0.09
H 2.6805 3.8010 2.3772 0.09
F -0.5288 4.2199 -1.7085 0.03
C 0.1289 3.3978 -2.5542 -0.25
C 0.3597 2.0715 -2.2119 -0.13
C 1.0499 1.3632 -3.1867 -0.23
F 1.3482 0.0548 -3.0083 0.06
C 1.4765 1.8995 -4.3908 -0.16
F 2.1367 1.1489 -5.2888 0.09
C 1.2194 3.2254 -4.6726 -0.15
F 1.6234 3.7683 -5.8315 0.10
C 0.5375 3.9833 -3.7404 -0.15
F 0.2808 5.2758 -4.0014 0.10

(3)
66
Properties=species:S:1:pos:R:3:lowdin_charge:R:1 method="wB97M-V/def2-TZVPD" total_energy_ev=-215848.094 orbital_gap_ev="7.33 / 7.36" mol_weight_g_mol=1084.6 spin_multiplicity=6 e_lumo_ev="-0.3 / -0.4"
Mn 0.5709 -0.3113 0.1881 0.70
I -2.2267 3.5890 -1.8555 0.91
C -2.5119 1.5363 -1.9532 -0.66
C -3.6227 1.0293 -2.6483 -0.23
C -3.8645 -0.3145 -2.7470 -0.68
I -5.5383 -0.9653 -3.8043 0.91
C -2.9754 -1.2335 -2.1290 -0.21
C -3.1069 -2.6377 -2.1590 -0.03
C -2.1910 -3.4338 -1.5255 -0.04
C -1.1263 -2.8300 -0.8435 -0.11
N -0.9743 -1.5246 -0.7965 0.03
C -1.8660 -0.7143 -1.4282 -0.14
C -1.5957 0.7018 -1.3301 -0.45
O -0.5510 1.1135 -0.6874 -0.23
H -4.2973 1.7337 -3.1161 0.08
H -3.9403 -3.0748 -2.6926 0.06
H -2.2745 -4.5107 -1.5446 0.11
H -0.3799 -3.4295 -0.3363 0.12
F 6.8476 2.1487 -2.8054 0.13
C 5.9451 1.4237 -2.1480 -0.14
C 5.3900 0.2994 -2.7363 -0.14
F 5.7590 -0.0544 -3.9683 0.12
C 4.4535 -0.4496 -2.0428 -0.26
F 3.9492 -1.5254 -2.6502 0.08
C 4.0482 -0.1148 -0.7583 -0.50
Se 2.8715 -1.2133 0.2564 0.71
C 4.6184 1.0230 -0.1995 -0.28
F 4.2776 1.4133 1.0356 0.07
C 5.5539 1.7884 -0.8706 -0.17
F 6.0813 2.8713 -0.2970 0.11
Cl -0.6253 5.9679 2.9340 0.69
C 0.3701 4.7065 3.5804 -0.66
C 1.1262 3.9206 2.7257 -0.07
C 1.9163 2.9157 3.2558 0.00
C 1.9575 2.6714 4.6258 -0.18
C 2.7468 1.5007 5.1694 -0.29
C 1.7967 0.3295 5.5079 -0.05
N 0.8940 0.0845 4.3964 -0.05
C -0.4416 0.4100 4.3411 -0.04
C -0.8192 0.2418 3.0454 -0.10
N 0.2672 -0.1804 2.3122 -0.03
C 1.2750 -0.2701 3.1612 -0.17
O 3.6717 1.1033 4.1851 -0.12
C 4.8871 0.5545 4.6865 -0.15
C 5.7375 0.2006 3.5129 -0.32
C 6.7609 0.9644 3.0369 -0.97
Cl 7.3081 2.4594 3.6771 0.68
S 7.4985 0.3012 1.6402 1.03
C 6.4252 -1.0353 1.6700 -0.40
C 5.5529 -0.9590 2.7066 -0.16
C 1.1882 3.4852 5.4479 -0.58
Cl 1.1933 3.2395 7.1772 0.72
C 0.3965 4.5065 4.9498 -0.13
H 1.0944 4.0942 1.6592 0.12
H 2.5228 2.3096 2.5951 0.11
H 3.2672 1.7963 6.0876 0.14
H 1.1903 0.5795 6.3764 0.11
H 2.3596 -0.5759 5.7360 0.13
H -0.9744 0.7566 5.2092 0.13
H -1.7763 0.4243 2.5879 0.11
H 2.2887 -0.5149 2.8913 0.08
H 4.6840 -0.3349 5.2964 0.13
H 5.3866 1.2954 5.3187 0.11
H 6.4876 -1.8014 0.9145 0.08
H 4.7846 -1.6975 2.8862 0.10
H -0.1858 5.1259 5.6155 0.11